This record from OMol25 describes C22H52Cl21O20P5 as an isolated structure. The level of theory is ωB97M-V/def2-TZVPD.

Last column: Löwdin charge in e.
Cartesian coordinates (Å):
Cl  2.3445  -2.3170  -6.0099  0.525
Cl  5.6701  3.9317  -1.6414  0.606
Cl  0.9269  -0.7599  -4.0010  0.750
Cl  -0.0862  -7.3337  -3.3643  0.510
Cl  -0.6452  -5.5385  3.0209  0.585
Cl  6.6624  -1.2408  0.4071  0.528
Cl  4.0787  1.3562  3.5457  0.751
Cl  3.5736  -2.0837  -3.3317  0.642
Cl  -3.2685  -4.1597  -1.0917  0.545
Cl  4.7515  -0.9987  1.9185  0.634
Cl  5.0413  -2.8452  -1.3222  0.692
Cl  1.8957  -5.2547  -2.5009  0.886
Cl  4.8677  1.7676  0.8105  0.626
Cl  3.3971  3.6897  0.0241  0.751
Cl  2.0696  -4.4685  3.5839  0.567
Cl  3.9148  1.7674  -2.1348  0.691
Cl  5.7812  -0.2084  -2.2822  0.524
Cl  -0.4377  -3.8358  -0.0177  0.741
Cl  0.1211  -4.8432  -4.9785  0.466
Cl  1.3654  -5.0200  0.9483  0.655
Cl  -1.9964  -1.5032  -0.6301  0.948
P  0.8298  1.5011  3.1950  0.491
P  1.8505  -1.6885  -0.0648  0.540
P  -3.4448  2.4354  -0.7329  0.551
P  0.4053  2.1363  -1.5401  0.602
P  -4.1544  -1.5599  2.4050  0.493
O  -3.9360  -2.9150  1.8779  -0.242
O  1.5745  0.1098  3.3424  -0.260
O  0.7141  1.8352  4.7634  -0.192
O  1.5576  2.5141  -0.6104  -0.449
O  2.6725  -1.1796  1.0473  -0.407
O  -0.4283  1.4570  2.4576  -0.303
O  -4.6569  1.5473  -1.3142  -0.225
O  -2.8478  -0.6749  2.8816  -0.090
O  2.0030  2.4231  2.7325  -0.286
O  -2.4223  1.3894  0.0239  -0.217
O  2.2818  -1.2063  -1.5140  -0.364
O  -4.1603  3.3561  0.3498  -0.179
O  -0.7518  3.2517  -1.6613  -0.290
O  0.2533  -1.1730  -0.0218  -0.311
O  0.8407  1.8098  -3.0782  -0.320
O  -2.7526  3.2497  -1.7869  -0.220
O  -5.0774  -0.6080  1.4533  -0.192
O  -0.4328  0.8242  -1.1414  -0.288
O  1.6636  -3.2588  -0.2004  -0.620
O  -5.0421  -1.5916  3.7392  -0.214
C  1.8816  3.2509  1.4844  -0.213
C  2.6371  -4.0586  -0.8914  -0.433
C  5.3928  -1.2033  -0.8067  -1.412
C  1.0147  -6.0102  -3.8719  -1.336
C  2.5551  -1.2816  -4.5573  -1.296
C  -6.3509  -2.1179  3.6799  -0.117
C  -5.0611  4.3513  -0.1045  -0.101
C  1.9722  2.0612  5.5388  -0.084
C  -1.5092  0.3987  -1.9356  -0.269
C  -1.7357  -3.1738  -1.0007  -1.230
C  -4.4120  0.4305  -2.2233  -0.083
C  -0.4352  4.7094  -1.6805  0.000
C  0.7757  -1.0096  3.7729  -0.050
C  4.0228  3.4845  -1.5840  -1.338
C  0.6443  -4.4491  2.5276  -1.406
C  -1.5221  1.8625  0.9117  -0.214
C  -4.6713  -0.4741  0.0717  -0.165
C  1.7728  2.5187  -3.8344  -0.140
C  2.2372  0.1735  -1.8939  -0.363
C  -0.2595  -0.1925  0.8507  -0.279
C  4.0862  0.6249  1.9404  -1.307
C  -1.6864  -0.6682  2.1706  -0.300
H  -3.8775  -1.1699  -0.2002  -0.015
H  -4.5650  5.2231  -0.5311  0.091
H  3.0752  -0.3417  -4.7421  0.021
H  1.3653  3.1755  -4.6029  0.110
H  -0.4757  1.8000  0.6131  0.051
H  -1.7838  0.9923  -2.8076  0.116
H  3.5733  -3.5006  -0.8801  -0.112
H  -5.4932  -0.7780  -0.5767  0.093
H  -4.8588  -0.5400  -2.0076  0.089
H  2.8922  1.8526  4.9928  -0.060
H  -3.3865  0.2103  -2.5201  0.061
H  -2.4611  0.4680  -1.4092  -0.009
H  -4.8400  0.7283  -3.1805  0.115
H  0.0770  -0.2435  1.8862  0.069
H  -1.8591  -0.8993  1.1195  0.007
H  0.5022  4.8362  -2.2221  0.081
H  1.0142  3.1715  0.8292  0.066
H  2.0199  4.3249  1.6085  0.086
H  4.5737  -0.6731  -0.3208  -0.059
H  1.8555  1.0042  -1.3003  0.031
H  -1.2251  0.3086  2.3165  0.028
H  -5.7617  4.6253  0.6842  0.094
H  0.6181  -1.0623  4.8502  0.119
H  -0.1022  0.7678  0.3595  0.046
H  -0.1778  -1.1456  3.2627  0.037
H  -4.4808  0.5899  -0.0686  0.039
H  -1.1808  -0.6078  -2.1948  0.043
H  -0.9562  -1.4383  2.4194  0.105
H  1.3723  -1.8458  3.4084  0.056
H  -6.9312  -1.5174  4.3803  0.089
H  2.5939  2.9703  -3.2775  0.008
H  1.8766  -6.4076  -4.4079  0.010
H  -6.3867  -3.1685  3.9679  0.090
H  0.2372  -3.4432  2.4244  -0.015
H  3.1732  0.5526  -2.3043  -0.184
H  2.5876  2.7955  0.7900  -0.173
H  -1.5807  2.9461  1.0140  0.135
H  2.7097  -5.0191  -0.3811  0.005
H  3.4182  4.1493  -2.2011  0.031
H  2.0194  1.5635  6.5074  0.089
H  -1.6084  1.3765  1.8836  0.051
H  -1.3438  -3.1860  -2.0178  0.025
H  1.5176  0.2716  -2.7067  -0.084
H  3.0516  0.5513  1.6056  0.002
H  2.3114  1.7527  -4.3923  0.074
H  -1.3160  -0.4185  0.9954  -0.111
H  -1.2871  5.3362  -1.9445  0.095
H  -0.1520  4.9816  -0.6638  0.083
H  2.3268  -4.3373  -1.8984  -0.373
H  -5.7487  4.0309  -0.8872  0.087
H  2.0085  3.0906  5.8953  0.086
H  -6.8456  -2.0166  2.7139  0.084

Cartesian forces, eV/Å:
0.37 0.74 0.58
1.88 0.89 -0.37
-1.17 -2.65 -3.03
0.59 0.70 -0.18
0.19 0.33 0.20
3.11 -0.39 -3.03
3.01 -1.11 -0.41
-0.71 -0.49 -3.38
0.79 0.56 0.24
-0.18 1.46 4.41
3.84 1.17 0.47
-7.41 -10.07 -8.95
1.95 -2.60 1.39
5.60 6.56 -6.34
-0.52 0.24 0.55
3.72 8.30 1.41
1.51 -1.39 0.91
-6.67 -0.58 -1.63
0.84 -0.81 1.29
-0.58 -5.31 6.46
-2.44 -4.52 -0.43
2.93 0.12 3.99
-3.21 2.19 -0.32
1.48 2.13 -2.16
-1.17 2.49 -0.93
-0.88 0.53 0.65
0.71 0.62 -0.31
-0.82 -0.16 -0.39
0.58 0.65 0.58
-4.96 -2.24 -4.97
-3.09 -1.49 -1.89
7.00 3.40 7.48
0.98 0.57 -1.45
-4.60 -1.67 2.01
-2.62 1.78 -1.60
-4.85 1.78 -1.62
-0.95 0.38 2.29
0.30 -1.28 0.19
4.77 0.30 0.16
5.11 -2.56 0.14
-2.08 2.04 1.34
-4.84 -1.34 1.43
1.27 -1.05 1.14
1.25 3.36 -4.68
4.31 4.55 -3.12
1.31 0.75 -0.66
-2.38 -0.90 3.79
2.29 2.20 3.94
1.15 1.03 -0.73
-0.18 -1.15 -1.43
-0.02 -0.31 0.08
-0.98 0.05 0.26
-1.21 0.74 -0.67
-0.55 0.80 0.44
0.38 0.50 -3.31
-0.18 -0.88 -0.33
-0.48 0.51 -3.07
1.07 -1.44 1.23
1.11 -1.04 -0.12
0.52 0.83 -0.56
0.88 -1.31 -0.59
-1.60 4.47 0.05
-1.05 -0.94 1.63
1.17 0.06 -1.46
-1.44 -2.21 -0.76
8.14 0.80 -2.42
-0.26 0.29 0.35
-4.57 -2.52 3.42
-0.83 0.55 0.56
0.33 -0.05 0.40
-0.05 -0.33 -0.61
-0.56 0.17 0.41
-1.83 1.32 0.04
1.16 0.68 -0.41
-1.95 -1.47 0.41
-0.61 0.06 0.95
-0.05 0.86 0.35
-1.12 0.07 0.44
-0.82 0.38 0.34
2.07 -1.04 -0.30
-0.31 0.23 0.08
1.81 -0.91 -2.44
-7.64 -5.21 3.39
-0.44 0.37 -0.64
-0.64 -0.14 2.05
0.35 -0.22 1.23
-0.27 -0.64 -0.45
1.94 -2.35 1.70
-1.84 -2.58 1.51
0.62 0.04 0.43
0.29 0.28 0.01
1.59 -3.18 2.28
1.29 0.86 1.50
-0.23 -2.33 1.09
-0.49 0.95 -1.20
-1.85 -0.79 -0.61
0.10 -0.18 0.53
-0.06 -0.20 0.10
-1.18 0.41 -0.24
-0.73 -0.31 -0.64
0.24 0.04 0.05
0.24 -0.19 -0.09
-2.49 -5.21 -0.17
-2.30 -2.09 3.83
-0.79 0.45 0.56
0.86 0.53 -0.20
0.24 -0.31 -0.30
-0.72 -0.95 -0.41
-3.80 1.73 -3.25
-0.17 -0.09 0.04
1.69 -0.56 1.64
0.54 0.05 0.28
0.00 -0.12 -0.28
6.69 5.94 -4.82
0.05 -0.74 -0.56
-0.19 -0.02 0.24
4.01 9.97 5.11
0.30 -0.65 -0.24
-0.31 0.36 -0.70
0.35 0.08 -0.21

Its HOMO energy is -8.2037 eV. As for the energy above the lowest of the compared OMol25 structures with the same formula, charge and spin: 5325.04 kJ/mol. The calculation puts the HOMO-LUMO gap at 8.306 eV.

This record from OMol25 describes C22H53BCrFN5O6 as an isolated structure. The level of theory is ωB97M-V/def2-TZVPD.

Last column: Löwdin spin population.
Cartesian coordinates (Å):
Cr  8.4851  0.7627  -20.5380  2.941
F  9.1664  0.7811  -22.4228  0.017
O  2.0137  -1.4076  -18.5489  0.000
O  7.9898  5.1193  -21.8346  0.000
O  5.7610  3.1271  -18.4646  0.000
O  10.8912  -4.2605  -20.0350  0.000
O  8.5378  -3.8172  -27.8198  0.000
O  8.7062  -6.0169  -27.2687  0.000
N  3.3975  -0.1376  -21.9418  0.000
N  8.3401  -4.7679  -27.1043  0.000
N  7.9534  0.8414  -18.4229  -0.011
N  7.2845  2.5115  -20.6971  -0.018
N  9.9027  -0.7977  -20.0398  -0.009
C  6.2316  -5.0722  -25.7713  0.000
C  6.8329  4.3232  -22.2367  -0.001
C  7.4340  -4.3922  -25.9581  0.000
C  9.1988  4.7857  -22.5033  0.000
C  6.6397  0.8901  -17.7669  0.001
C  2.5025  -1.2578  -17.2146  0.000
C  6.9004  -2.9526  -24.1824  0.001
C  10.4026  -2.0116  -21.9870  0.000
C  10.3724  -3.0829  -19.4101  -0.001
C  6.8884  2.8085  -22.0678  0.003
C  5.4715  2.2617  -22.3775  0.001
C  5.6553  -3.5871  -23.9917  0.000
C  2.4698  -0.9087  -21.0664  0.000
C  6.3150  2.3362  -17.3194  0.000
C  2.9943  -1.0672  -19.5550  0.000
C  6.6633  -0.1380  -16.6750  0.000
C  7.7181  -3.3500  -25.0975  0.000
C  11.2512  -5.1705  -19.0070  0.000
C  5.3529  -4.6041  -24.7733  0.000
C  2.1201  -2.2350  -21.7585  0.000
C  9.7781  -2.0775  -20.5185  0.001
C  4.8185  4.1647  -18.1299  0.000
B  6.7843  -0.6748  -20.7637  0.040
H  9.8535  4.2204  -21.8401  0.000
H  3.3245  -0.0428  -19.3829  0.000
H  5.4975  2.2529  -16.6033  0.000
H  5.1490  2.4065  -23.4086  0.000
H  7.3425  -0.6711  -21.6871  0.016
H  5.6529  1.1882  -22.3241  0.001
H  10.0240  -0.9782  -19.0535  0.001
H  1.7923  -1.7236  -16.5314  0.000
H  9.1956  4.2074  -23.4273  0.000
H  5.2851  4.7889  -17.3679  0.000
H  6.8512  -1.0550  -17.2335  0.000
H  4.6914  2.5267  -21.6639  0.000
H  7.9302  3.2853  -20.6308  0.001
H  9.7294  5.7208  -22.6827  0.000
H  3.8985  3.6782  -17.8058  0.000
H  6.4643  4.6186  -23.2190  0.000
H  4.7263  4.7749  -19.0284  0.000
H  7.4778  2.2404  -22.7875  0.000
H  4.4902  -5.2431  -24.6554  0.000
H  11.3255  -1.4326  -22.0200  0.000
H  3.0484  -2.7413  -22.0229  0.000
H  10.8646  -0.5297  -20.1917  0.001
H  3.4295  -0.5689  -22.8545  0.000
H  6.3811  0.3252  -20.7227  0.017
H  5.9950  -1.4087  -20.7120  -0.009
H  1.6017  -2.9637  -21.1352  0.000
H  7.0556  -2.0680  -23.5826  0.001
H  5.0570  -3.2114  -23.1748  0.000
H  11.2842  -2.5806  -19.0871  0.000
H  8.7444  -2.4065  -20.6253  0.000
H  7.1724  2.8454  -16.8792  0.000
H  7.3077  -0.0377  -15.8017  0.000
H  6.0830  4.6894  -21.5355  0.000
H  5.9246  -5.9578  -26.3078  0.000
H  3.5506  -1.5562  -17.1937  0.000
H  6.4356  2.8048  -20.2351  0.000
H  4.3127  -0.2563  -21.5314  0.001
H  5.9597  0.5580  -18.5514  0.000
H  8.4451  1.3194  -17.6814  0.001
H  7.4369  -0.7901  -19.9122  0.000
H  12.2167  -5.0389  -18.5186  0.000
H  10.6990  -5.3344  -18.0816  0.000
H  3.8651  -1.7143  -19.6601  0.000
H  2.5008  -0.1956  -16.9698  0.000
H  5.6882  -0.1576  -16.1882  0.000
H  8.1402  -0.0647  -18.0177  0.002
H  1.5014  -0.4154  -20.9830  0.000
H  11.3130  -6.1882  -19.3924  0.000
H  10.6889  -3.0165  -22.2973  0.000
H  9.8195  -1.6048  -22.8132  0.000
H  8.5180  -2.6708  -25.3529  0.000
H  1.5377  -2.0628  -22.6636  0.000
H  9.6001  -3.4132  -18.7154  0.000

Cartesian forces, eV/Å:
-0.97 -0.88 -1.69
-0.77 0.38 3.03
0.71 -0.42 -1.34
-0.77 -1.66 -0.80
1.10 -1.16 0.91
-0.85 -0.11 1.43
0.88 -0.85 -0.40
-1.32 5.04 0.57
-0.43 -0.11 1.59
-0.29 -2.99 0.47
1.38 -0.30 1.20
1.18 -0.18 -1.41
0.19 3.58 2.65
0.84 0.41 0.09
0.41 1.08 0.46
-1.23 -2.32 0.00
1.05 0.46 0.39
-1.35 1.99 -0.77
-0.12 0.95 -1.18
-3.98 1.32 3.52
0.49 -1.67 0.68
1.12 -0.03 -3.51
-1.70 0.08 -2.67
0.99 -0.97 0.18
1.34 2.23 1.76
-1.46 -1.16 0.55
-2.03 0.13 -1.63
-0.67 1.18 -1.60
-1.27 -0.16 0.60
3.75 0.36 -4.03
1.23 -1.94 0.35
-0.60 -3.11 -1.78
0.61 -0.39 0.48
-0.16 -4.37 -3.40
1.19 -0.61 0.23
0.11 0.42 -0.51
0.06 -0.22 0.29
0.45 0.22 0.51
0.14 0.16 0.31
0.07 0.52 0.13
2.11 -0.58 -3.55
-0.62 0.00 0.08
-0.77 0.85 1.10
0.46 -0.44 -0.13
-0.86 0.12 -0.14
-0.43 0.13 0.25
-0.17 -0.56 0.65
0.02 0.14 -0.04
0.60 0.57 1.23
-0.08 0.01 -0.17
-0.19 0.47 0.01
0.34 -0.18 -0.25
-0.37 -0.19 0.06
0.71 0.62 0.10
-0.42 0.37 0.21
0.17 0.09 0.41
0.17 -0.05 -0.26
0.43 0.56 -0.85
-0.04 -0.09 -0.10
-1.94 3.56 0.50
-2.48 -2.59 0.24
-0.33 0.31 0.17
0.48 0.06 0.00
-0.40 -0.20 -0.09
-0.19 0.31 1.30
-0.11 0.45 -0.08
0.06 0.10 0.04
0.72 0.38 -0.44
-0.25 -0.04 0.08
0.34 0.07 -0.34
-0.08 -0.65 0.55
0.06 -0.47 1.67
0.36 0.09 -0.18
-0.58 0.21 0.35
1.29 1.17 -0.44
2.53 -0.88 3.33
0.67 0.84 -0.69
-1.53 0.89 -0.33
0.06 -0.48 0.79
0.00 0.37 0.12
-0.26 -0.44 -0.32
1.13 -1.01 -1.24
0.12 0.59 0.07
-0.08 0.20 -0.59
-0.04 -0.10 0.05
-0.70 0.13 0.68
0.65 -0.33 0.05
0.03 0.02 0.00
0.12 0.71 0.46

As for the expectation value of S²: 3.786. Its HOMO energy (alpha / beta) is -11.4540 / -11.4552 eV. Its net charge is +1. The calculation puts the HOMO-LUMO gap (alpha / beta) at 5.914 / 7.244 eV. Its spin multiplicity is 4.

| no. | DFT total energy (eV) |
| --- | --- |
| 1 | -373979.5710 |
| 2 | -75208.0963 |